Record 1
ORCA calculation (ωB97M-V/def2-TZVPD) on a cluster of 2 separate species, C4H9N in total.

Element x y z (Å)
1 C -1.59153 0.13829 0.39858
2 C -0.87774 0.74686 1.33660
3 C 0.52039 1.23702 1.16288
4 H -2.60762 -0.15301 0.62544
5 H -1.29032 0.16252 -0.64396
6 H -1.39906 1.00233 2.25328
7 H 0.62009 2.31805 1.08381
8 H 0.99264 0.75474 0.31242
9 H 1.11788 0.98101 2.04333
10 C 0.77480 -1.80026 -1.61474
11 N 1.53802 -0.97019 -2.17516
12 H 1.11274 -2.83911 -1.60300
13 H -0.10439 -1.56800 -1.01615
14 H 1.19411 -0.01025 -2.16334

**Total energy**: -5782.2187 eV
**Structure (SMILES)**: C=CC.C=N
**HOMO energy**: -9.737 eV
**Largest force on an atom**: 0.86 eV/Å
**Orbital gap**: 10.88 eV
**Total charge**: 0


Record 2
ORCA calculation (ωB97M-V/def2-TZVPD) on an isolated molecule of C4H9N.

Element x y z (Å)
1 C 1.02056 1.32801 0.33731
2 C 0.75491 -0.13581 0.67417
3 C -0.55172 -0.63540 1.18550
4 N -0.05001 -1.08409 -0.09027
5 C -0.81233 -0.74161 -1.27973
6 H 1.75920 1.73097 1.03924
7 H 1.44475 1.45577 -0.66605
8 H 0.13159 1.96659 0.41427
9 H 1.61882 -0.65547 1.07579
10 H -1.37753 0.06827 1.16878
11 H -0.63625 -1.37698 1.97771
12 H -1.60233 -1.50233 -1.36859
13 H -1.31272 0.24796 -1.27537
14 H -0.17318 -0.81591 -2.17244

**Total energy**: -5782.5943 eV
**Structure (SMILES)**: C[C@H]1CN1C
**HOMO energy**: -8.783 eV
**Largest force on an atom**: 0.39 eV/Å
**Orbital gap**: 9.96 eV
**Total charge**: 0


Record 3
ORCA calculation (ωB97M-V/def2-TZVPD) on a cluster of 2 separate species, C4H9N in total.

Element x y z (Å)
1 C -1.61044 0.43286 -0.51810
2 C -0.63112 0.66245 0.61277
3 C 0.00495 -0.46803 1.32640
4 N 0.73533 0.18424 0.42887
5 C 1.76342 0.38174 -0.33063
6 H -2.62239 0.29700 -0.12323
7 H -1.62413 1.28337 -1.20963
8 H -1.33393 -0.46986 -1.07140
9 H -0.66741 1.66637 1.05385
10 H 0.45763 -2.12808 -0.31611
11 H 0.25804 -0.69601 2.35222
12 H 2.68236 -0.15803 -0.13803
13 H 0.91578 -2.06142 -0.90913
14 H 1.67191 1.07339 -1.15786

**Total energy**: -5779.4092 eV
**HOMO energy**: -7.410 eV
**Largest force on an atom**: 0.35 eV/Å
**Orbital gap**: 8.54 eV
**Total charge**: 0


Record 4
ORCA calculation (ωB97M-V/def2-TZVPD) on an isolated molecule of C4H9N.

Element x y z (Å)
1 C 1.33817 -1.29149 -0.64126
2 C 0.61388 -0.15871 0.05089
3 C -0.02199 0.90514 -0.76284
4 N -0.84823 -0.06474 -0.06312
5 C -1.54654 0.50488 1.07633
6 H 2.24440 -0.91580 -1.12826
7 H 1.66835 -2.08438 0.03845
8 H 0.71822 -1.72932 -1.42942
9 H 1.05638 0.12285 1.02389
10 H -0.00687 0.79917 -1.84316
11 H -0.03642 1.94815 -0.43521
12 H -0.90985 1.23583 1.59631
13 H -2.45711 1.02322 0.74283
14 H -1.81239 -0.29480 1.77457

**Total energy**: -5782.7632 eV
**Structure (SMILES)**: C[C@H]1CN1C
**HOMO energy**: -9.049 eV
**Largest force on an atom**: 0.63 eV/Å
**Orbital gap**: 10.33 eV
**Total charge**: 0


Record 5
ORCA calculation (ωB97M-V/def2-TZVPD) on a structure of composition C4H9N.

Element x y z (Å)
1 C -0.86783 -0.59527 1.78462
2 C -1.35360 0.01319 0.54422
3 C -0.59987 0.13668 -0.59905
4 N 0.77628 0.64760 -0.49584
5 C 1.74738 -0.11488 -1.29826
6 H -0.13767 -1.39132 1.73645
7 H -1.38030 -0.38143 2.71140
8 H -2.43327 0.02586 0.40785
9 H -0.89018 0.77795 1.38435
10 H -1.15151 0.54514 -1.44120
11 H 0.84216 0.33066 0.47415
12 H 1.65528 0.20349 -2.32915
13 H 2.74482 0.07554 -0.90620
14 H 1.61354 -1.19066 -1.16344

**Total energy**: -5778.8830 eV
**HOMO energy**: -7.000 eV
**Largest force on an atom**: 3.15 eV/Å
**Orbital gap**: 7.37 eV
**Total charge**: 0


Record 6
ORCA calculation (ωB97M-V/def2-TZVPD) on a cluster of 2 separate species, C4H9N in total.

Element x y z (Å)
1 C 1.99462 0.84795 -0.82180
2 C 1.71130 0.75741 0.47412
3 C 0.42571 1.19741 1.13820
4 H 2.88568 0.52198 -1.32661
5 H 1.17101 1.24959 -1.41014
6 H 2.44690 0.32939 1.14888
7 H -0.45623 0.70160 0.72967
8 H 0.24697 2.25374 0.93251
9 H 0.49414 0.95057 2.19261
10 C -2.52446 -1.86793 -0.70559
11 N -1.28096 -1.96742 -0.79209
12 H -3.23004 -2.57436 -1.15045
13 H -3.11529 -1.09381 -0.19805
14 H -0.76935 -1.30609 -0.21125

**Total energy**: -5782.1165 eV
**Structure (SMILES)**: C=CC.C=N
**HOMO energy**: -9.714 eV
**Largest force on an atom**: 1.51 eV/Å
**Orbital gap**: 10.75 eV
**Total charge**: 0


Record 7
ORCA calculation (ωB97M-V/def2-TZVPD) on a cluster of 2 separate species, C4H9N in total.

Element x y z (Å)
1 C 2.10178 -0.01992 -0.45092
2 N 0.78483 -0.41830 0.06055
3 C 0.26904 0.46876 1.14168
4 C 0.74768 -0.64924 1.52927
5 H 2.71936 0.49564 0.30124
6 H 2.63359 -0.91265 -0.79818
7 H 1.95948 0.64623 -1.30943
8 H -0.26184 1.40292 1.22459
9 H 0.95204 -1.45104 2.21917
10 C -2.40810 0.07998 -0.79810
11 H -3.17534 -0.03736 -0.02816
12 H -2.11255 1.13168 -0.86111
13 H -2.81166 -0.23426 -1.76388
14 H -1.52646 -0.52132 -0.56068

**Total energy**: -5780.0793 eV
**Structure (SMILES)**: CN1C=C1.C
**HOMO energy**: -8.349 eV
**Largest force on an atom**: 0.23 eV/Å
**Orbital gap**: 9.52 eV
**Total charge**: 0


Record 8
ORCA calculation (ωB97M-V/def2-TZVPD) on a cluster of 2 separate species, C4H9N2 in total.

Element x y z (Å)
1 C -0.58679 0.46013 0.05608
2 C 2.00564 0.52410 -0.04527
3 C 1.60206 -0.91024 0.04498
4 C -1.91716 -1.13901 0.01727
5 N 0.64094 0.13046 0.10931
6 N -1.10549 1.65373 -0.02601
7 H 2.47837 0.99024 0.80795
8 H 2.29198 0.93708 -1.00577
9 H 1.60680 -1.52077 -0.84883
10 H 1.79483 -1.45454 0.96003
11 H -1.70811 -1.63014 0.95128
12 H -2.87183 -0.65008 -0.04141
13 H -1.60142 -1.66422 -0.86513
14 H -2.10536 1.78905 -0.06287
15 H -0.52446 2.48419 -0.05161

**Total energy**: -7264.9868 eV
**HOMO energy**: -14.996 eV
**Largest force on an atom**: 5.39 eV/Å
**Orbital gap**: 11.82 eV
**Total charge**: +1


Across the entries above, energy above the lowest of the compared OMol25 structures with the same formula, charge and spin takes the values 1.593 1.218 4.403 1.049 4.929 1.695 3.733 3.155 eV, respectively.